# C36H96O12

A cluster of 12 separate species, C36H96O12 in total at a distorted geometry (wB97M-V/def2-TZVPD, the OMol25 dataset).

Calculated values
- calculated total energy (eV) = -63457.76550
- LUMO level (eV) = 0.39
- SMILES = CC(C)O.CC(C)O.CC(C)O.CC(C)O.CC(C)O.CC(C)O.CC(C)O.CC(C)O.CC(C)O.CC(C)O.CC(C)O.CC(C)O
- strongest force on any atom (eV/Å) = 3.24
- energy relative to the best compared isomer or geometry (same formula, charge and spin) (kcal per mole) = 50.7
- HOMO energy (eV) = -9.715

XYZ file:
```
144
Properties=species:S:1:pos:R:3:forces:R:3:lowdin_charge:R:1
C 3.116 -5.363 2.246 0.749 0.396 0.228 -0.044
C 3.085 -3.874 2.600 2.726 -1.007 -1.436 -0.504
C 1.801 -3.378 3.088 -0.799 0.794 0.542 -0.065
O 4.175 -3.691 3.562 -1.186 -0.491 -0.666 -0.047
H 2.511 -5.515 1.325 0.265 -0.430 0.881 0.059
H 2.863 -5.950 3.146 -0.461 -0.022 -0.647 0.091
H 4.187 -5.596 2.060 -0.732 0.018 -0.250 0.091
H 3.403 -3.377 1.633 -0.434 -0.063 1.102 0.117
H 1.448 -3.970 3.918 0.080 -0.097 0.643 0.088
H 1.037 -3.523 2.339 -0.300 0.321 -0.514 0.064
H 1.880 -2.317 3.381 -0.289 -0.413 -0.111 0.085
H 4.328 -2.759 3.518 0.475 0.908 0.365 0.058
C -2.935 2.600 2.505 1.237 -0.095 0.111 -0.038
C -2.499 3.889 3.171 -0.061 0.071 0.322 -0.457
C -3.145 4.024 4.528 1.951 0.968 -0.034 -0.043
O -1.060 3.921 3.262 -0.559 -0.848 -1.378 -0.058
H -3.985 2.409 2.658 -0.444 0.144 -0.442 0.085
H -2.401 1.732 2.905 0.045 0.189 0.257 0.082
H -2.604 2.693 1.480 -0.501 -0.372 -0.593 0.059
H -2.795 4.720 2.531 -0.107 0.165 -0.028 0.132
H -2.847 3.196 5.130 -0.084 -0.725 0.610 0.085
H -4.168 4.107 4.408 -2.261 -0.319 -0.164 0.060
H -2.887 4.946 5.053 0.409 0.061 -0.071 0.091
H -0.824 4.324 4.072 0.523 0.686 1.297 0.052
C 4.193 0.452 1.290 -2.341 1.325 0.389 -0.052
C 4.254 1.890 1.773 0.849 0.481 0.546 -0.433
C 4.335 2.910 0.623 1.138 -0.536 -0.106 -0.036
O 3.118 2.202 2.626 0.226 -0.205 -0.897 -0.090
H 4.099 -0.171 2.162 0.282 -0.685 0.104 0.077
H 4.915 0.204 0.578 1.765 -0.471 -0.552 0.062
H 3.280 0.362 0.691 -0.247 -0.077 0.277 0.063
H 5.122 1.994 2.479 -0.556 0.090 -0.799 0.151
H 5.256 2.790 -0.026 -1.220 -0.310 0.543 0.107
H 4.463 3.885 1.038 -0.091 0.833 0.440 0.060
H 3.415 2.923 0.032 0.181 -0.263 -0.191 0.069
H 2.400 2.477 2.028 -0.074 -0.015 0.275 0.055
C -1.015 -1.663 0.110 0.929 0.565 -0.581 -0.036
C -0.859 -0.335 0.780 0.696 1.689 2.126 -0.436
C -0.094 -0.351 2.153 -1.258 -0.282 -0.150 -0.027
O -0.134 0.605 -0.022 0.084 -0.603 -1.385 -0.088
H -1.626 -2.334 0.646 -1.167 -0.508 0.778 0.069
H -0.079 -2.174 0.086 1.018 -0.302 -0.194 0.045
H -1.358 -1.591 -0.913 -0.285 0.187 -0.282 0.076
H -1.840 0.107 0.993 -0.139 -0.149 -0.160 0.110
H -0.603 -1.029 2.863 0.398 0.062 -0.258 0.089
H -0.141 0.649 2.623 0.099 -0.312 -0.373 0.068
H 0.951 -0.629 2.018 -0.049 -0.095 -0.008 0.060
H 0.189 1.385 0.464 -0.275 -0.109 0.331 0.057
C -0.803 4.266 -0.403 -0.199 0.259 0.329 -0.051
C 0.623 4.154 0.086 -0.387 -0.219 -0.403 -0.449
C 1.183 5.509 0.546 0.182 -0.528 0.531 -0.031
O 0.714 3.124 1.116 -0.512 1.027 0.576 -0.111
H -1.103 3.318 -0.825 -0.381 -0.375 0.061 0.061
H -0.829 4.983 -1.224 -0.172 0.219 0.084 0.082
H -1.486 4.587 0.416 0.329 -0.176 -0.593 0.084
H 1.181 3.711 -0.759 0.273 0.494 0.417 0.128
H 0.540 6.056 1.281 0.309 -0.690 -0.536 0.095
H 1.398 6.199 -0.279 -0.099 -0.323 0.024 0.084
H 2.119 5.232 1.031 0.203 0.527 0.137 0.067
H 0.162 3.453 1.879 0.444 -0.465 -0.567 0.078
C -5.196 -2.888 -1.251 1.099 -0.982 0.494 -0.053
C -5.198 -2.459 0.193 -1.507 1.365 0.368 -0.450
C -4.743 -0.984 0.434 -1.173 -0.719 -0.828 -0.046
O -6.572 -2.696 0.627 0.314 0.349 0.441 -0.075
H -5.510 -3.931 -1.340 0.225 -0.072 0.207 0.087
H -4.185 -2.796 -1.680 -0.402 0.080 -0.025 0.075
H -5.927 -2.363 -1.793 -0.725 1.127 -0.856 0.067
H -4.549 -3.072 0.768 0.666 -0.815 0.529 0.112
H -3.993 -0.780 -0.311 0.787 0.219 0.020 0.038
H -4.376 -0.856 1.448 0.061 0.202 0.008 0.071
H -5.547 -0.259 0.194 0.178 -0.485 0.374 0.086
H -6.771 -2.316 1.507 0.553 -0.241 -0.742 0.094
C 3.498 -1.660 -2.896 -1.327 0.573 0.492 -0.031
C 2.403 -1.488 -1.824 2.001 -1.820 0.116 -0.476
C 2.938 -2.167 -0.535 -1.199 2.692 -0.344 -0.053
O 2.165 -0.113 -1.660 -0.554 -0.128 0.225 -0.059
H 4.368 -1.170 -2.508 0.506 1.012 -0.180 0.074
H 3.047 -1.196 -3.781 0.920 -0.255 -0.291 0.077
H 3.876 -2.667 -3.016 -0.684 -0.444 -0.361 0.080
H 1.517 -2.026 -2.127 -0.596 -0.009 -0.253 0.110
H 3.167 -3.166 -0.734 0.340 -1.686 -0.253 0.055
H 2.104 -2.102 0.193 0.912 -0.014 0.233 0.068
H 3.855 -1.601 -0.285 -0.604 -0.498 0.479 0.078
H 1.341 -0.048 -1.136 0.129 0.525 0.015 0.070
C -4.416 2.134 -2.027 0.281 0.120 -0.360 -0.045
C -3.381 1.935 -3.178 -0.368 0.617 2.162 -0.513
C -2.524 0.750 -2.845 0.955 -1.037 -0.766 -0.065
O -4.058 1.758 -4.387 -0.515 -0.064 -0.366 -0.029
H -4.944 3.076 -2.214 -0.013 -0.157 0.339 0.074
H -3.869 2.165 -1.058 -0.347 0.192 -0.597 0.073
H -5.169 1.320 -1.946 0.593 0.359 -0.361 0.081
H -2.752 2.857 -3.227 -0.272 -0.475 0.064 0.139
H -2.027 0.479 -3.785 0.483 -0.032 0.127 0.056
H -3.112 -0.155 -2.636 -0.158 0.315 0.312 0.074
H -1.738 0.884 -2.077 -0.558 0.140 -0.259 0.076
H -3.402 1.545 -5.053 0.017 -0.020 -0.231 0.082
C 1.290 -6.949 -1.371 0.029 1.760 -0.172 -0.046
C 0.181 -6.594 -0.360 1.284 -1.554 0.320 -0.534
C -0.061 -5.137 -0.217 0.621 1.457 -0.188 -0.068
O -1.010 -7.319 -0.580 -0.002 0.048 -0.150 -0.027
H 1.528 -7.990 -1.397 0.093 -0.741 0.301 0.065
H 2.204 -6.358 -1.082 -0.698 -0.621 -0.454 0.085
H 0.998 -6.679 -2.401 0.116 0.156 0.287 0.082
H 0.576 -6.999 0.572 -0.211 0.155 0.371 0.131
H -0.372 -4.680 -1.188 0.136 -0.257 0.687 0.077
H 0.901 -4.645 0.098 -0.917 -0.226 -0.311 0.067
H -0.820 -4.942 0.551 0.120 0.002 -0.225 0.089
H -1.295 -7.014 -1.440 -0.588 -0.129 -0.475 0.082
C -0.680 -2.985 -3.922 -0.889 0.834 1.789 -0.059
C -2.047 -2.927 -4.550 -0.068 -0.836 -0.123 -0.479
C -2.028 -2.189 -5.863 -1.240 -0.386 -0.975 -0.056
O -2.396 -4.345 -4.616 0.116 0.566 -0.328 -0.065
H -0.854 -3.584 -3.004 0.566 0.670 -0.141 0.065
H -0.271 -1.961 -3.716 -0.260 -0.962 -0.055 0.090
H -0.034 -3.565 -4.524 0.826 -0.375 -0.841 0.072
H -2.785 -2.440 -3.896 0.224 0.033 0.032 0.119
H -3.010 -2.257 -6.353 0.032 -0.187 0.058 0.083
H -1.309 -2.531 -6.611 0.228 -0.112 0.357 0.089
H -1.927 -1.129 -5.713 0.455 0.479 0.272 0.056
H -3.212 -4.511 -5.100 -0.002 0.360 -0.019 0.084
C 1.943 4.914 5.212 0.440 -0.868 0.348 -0.053
C 2.274 3.586 5.914 0.508 -0.184 -0.581 -0.454
C 1.125 2.582 5.918 0.746 0.015 0.593 -0.062
O 3.494 3.025 5.329 -0.698 0.396 1.088 -0.079
H 2.890 5.419 5.190 0.221 0.779 -0.091 0.073
H 1.177 5.495 5.700 -0.147 0.259 0.505 0.070
H 1.614 4.780 4.191 -0.001 -0.364 -0.482 0.057
H 2.537 3.764 6.984 -0.017 0.126 -0.833 0.141
H 0.927 2.201 4.920 -0.067 -0.105 -0.109 0.063
H 0.220 3.041 6.337 0.115 -0.150 -0.056 0.075
H 1.480 1.782 6.587 -0.568 -0.073 -0.400 0.084
H 3.391 2.728 4.411 -0.592 0.178 -0.045 0.037
C 1.036 3.880 -4.008 -0.301 1.046 1.101 -0.046
C 1.288 2.431 -3.616 1.959 -1.081 -1.291 -0.452
C 1.046 1.396 -4.763 0.268 2.358 0.157 -0.029
O 2.667 2.292 -3.173 -0.318 0.099 -0.145 -0.084
H 0.128 4.050 -4.597 0.203 -0.415 -0.189 0.076
H 1.893 4.339 -4.508 -0.061 -0.428 -0.239 0.083
H 0.872 4.556 -3.123 0.261 -0.851 -0.427 0.070
H 0.741 2.096 -2.787 -1.501 -0.062 1.227 0.089
H 0.010 1.483 -5.046 -0.602 -0.604 -0.068 0.056
H 1.406 0.420 -4.525 -0.214 -0.726 0.435 0.047
H 1.603 1.727 -5.631 0.299 0.111 -0.283 0.078
H 2.730 1.401 -2.767 -0.113 0.570 -0.127 0.050
```
Forces are in eV/Å.